Computed, not measured: C4H5N3 in the gas phase at a distorted geometry, with the ωB97M-V functional and the def2-TZVPD basis.

```
12
Properties=species:S:1:pos:R:3:forces:R:3:nbo_charge:R:1
N -1.56705 -0.05023 -2.38543 0.880 -0.026 0.703 -0.304
C -0.68246 -0.09476 -1.64116 -0.773 0.037 -0.682 0.252
C 0.42182 -0.19775 -0.66140 0.104 0.048 -0.073 -0.174
C 0.58698 1.09727 0.17893 0.129 0.110 -0.155 -0.244
N -0.22428 0.88146 1.38052 -0.070 -0.372 -0.020 -0.443
C -0.45496 -0.36849 1.42027 -0.008 0.139 0.123 0.251
N 0.08881 -1.14622 0.39718 -0.108 -0.052 0.020 -0.609
H 1.33601 -0.48335 -1.18697 -0.132 0.078 0.038 0.244
H 1.63835 1.20866 0.47136 -0.136 0.001 -0.035 0.208
H 0.28204 1.99459 -0.36379 0.012 -0.142 0.098 0.221
H -1.00852 -0.86288 2.21487 0.091 0.116 -0.073 0.199
H -0.39930 -1.98942 0.12917 0.011 0.065 0.055 0.399
```
Forces are in eV/Å.

Output
Relative energy (zero: lowest compared OMol25 entry of this formula, charge and spin) ... 28.7 kcal per mole
SMILES string ... N#C[C@H]1CN=CN1
E_HOMO ... -9.707 eV